# 1
Molecular formula: C5H13N2
Method: DFT, ωB97M-V/def2-TZVPD

Positions of all 20 atoms, in Å:
C  -0.193  0.950  -1.235
C  -0.593  -0.356  -0.598
C  0.357  -0.726  0.601
C  -0.050  -0.212  1.802
N  -0.061  -0.740  3.070
C  1.837  -0.885  0.479
N  -1.144  1.128  -2.465
H  -0.546  1.769  -0.641
H  0.897  1.080  -1.516
H  -1.501  -0.219  0.037
H  -0.636  -1.156  -1.363
H  -0.505  0.703  1.789
H  -0.392  -0.083  3.850
H  -0.083  -1.741  3.276
H  2.604  -0.407  1.035
H  2.048  -1.904  0.828
H  2.253  -0.558  -0.517
H  -0.816  0.645  -3.379
H  -2.103  0.667  -2.271
H  -1.371  2.047  -2.782

The calculation puts the energy above the lowest of the compared OMol25 structures with the same formula, charge and spin at 107.0 kcal per mole. Its total charge is +1. The value obtained for the molar mass is 101.17 g mol⁻¹. As for the SMILES: C/C(=C\N)CC[NH3+]. As for the calculated total energy: -307.451074 Eh. The calculation puts the orbital gap at 6.7 eV. The LUMO energy comes out at -3.64 eV.

Atom charges from the Löwdin analysis, given in e for atoms 1 to 4: C -0.13; C -0.17; C -0.29; C -0.18

=====

# 2
Molecular formula: C5H13N2O
Method: DFT, ωB97M-V/def2-TZVPD

Positions of all 21 atoms, in Å:
C  -1.670  -1.456  0.554
C  -0.494  -0.557  0.184
C  -0.991  0.661  -0.628
C  -0.021  1.054  -1.791
N  1.105  1.902  -1.396
N  0.353  -0.205  1.269
C  1.855  -0.674  1.364
O  2.355  -0.496  2.546
H  -1.328  -2.320  1.127
H  -2.247  -1.700  -0.338
H  -2.381  -0.943  1.230
H  0.129  -1.203  -0.462
H  -1.984  0.526  -1.055
H  -0.930  1.474  0.078
H  -0.588  1.587  -2.551
H  0.387  0.112  -2.165
H  0.732  2.717  -0.932
H  1.684  1.389  -0.737
H  -0.084  -0.069  2.169
H  2.295  -0.058  0.526
H  1.822  -1.741  1.008

The calculation puts the energy above the lowest of the compared OMol25 structures with the same formula, charge and spin at 21.3 kcal per mole. Its total charge is -1. The value obtained for the molar mass is 117.17 g mol⁻¹. As for the SMILES: C[C@@H](CCN)NC[O-]. As for the calculated total energy: -383.029876 Eh. The calculation puts the orbital gap at 6.4 eV. The LUMO energy comes out at 3.79 eV.

Atom charges from the Löwdin analysis, given in e for atoms 1 to 4: C -0.09; C -0.49; C -0.17; C -0.29

=====

# 3
Molecular formula: C5H13N2O
Method: DFT, ωB97M-V/def2-TZVPD

Positions of all 21 atoms, in Å:
C  1.426  0.202  -1.122
C  0.251  -0.048  -0.200
C  0.244  0.763  1.066
C  1.382  0.421  2.090
O  1.541  1.341  3.044
N  -1.048  0.107  -0.899
C  -1.319  -0.808  -1.969
N  -2.432  -1.744  -1.695
H  1.288  -0.296  -2.075
H  1.536  1.264  -1.357
H  2.376  -0.031  -0.646
H  0.248  -1.111  0.083
H  0.428  1.833  0.865
H  -0.723  0.694  1.556
H  2.307  0.259  1.455
H  1.122  -0.624  2.454
H  -1.188  1.092  -1.103
H  -1.634  -0.289  -2.872
H  -0.468  -1.451  -2.159
H  -2.103  -2.536  -1.161
H  -3.125  -1.245  -1.156

The calculation puts the energy above the lowest of the compared OMol25 structures with the same formula, charge and spin at 21.2 kcal per mole. Its total charge is -1. The value obtained for the molar mass is 117.17 g mol⁻¹. As for the SMILES: C[C@@H](CC[O-])NCN. As for the calculated total energy: -383.030023 Eh. The calculation puts the orbital gap at 5.9 eV. The LUMO energy comes out at 3.68 eV.

Atom charges from the Löwdin analysis, given in e for atoms 1 to 4: C -0.08; C -0.44; C -0.20; C -0.57

=====

# 4
Molecular formula: C5H13N2O
Method: DFT, ωB97M-V/def2-TZVPD

Positions of all 21 atoms, in Å:
C  0.385  -0.995  -1.429
C  0.059  -0.017  -0.341
C  -1.524  -0.041  -0.017
C  -2.517  0.297  -1.232
O  -3.503  1.069  -0.950
N  0.688  -0.562  0.865
C  2.084  -0.024  1.199
N  1.817  1.201  2.107
H  1.406  -0.741  -1.951
H  0.458  -2.004  -0.915
H  -0.317  -0.718  -2.278
H  0.626  1.054  -0.532
H  -1.665  -1.115  0.232
H  -1.646  0.579  0.796
H  -2.975  -0.724  -1.621
H  -1.856  0.540  -2.101
H  0.136  -0.332  1.714
H  2.714  -0.772  1.621
H  2.717  0.178  0.294
H  1.775  2.114  1.743
H  1.140  1.013  2.793

The calculation puts the energy above the lowest of the compared OMol25 structures with the same formula, charge and spin at 66.7 kcal per mole. Its total charge is -1. The value obtained for the molar mass is 117.17 g mol⁻¹. As for the SMILES: C[C@@H](CC[O-])NCN. As for the calculated total energy: -382.957602 Eh. The calculation puts the orbital gap at 5.7 eV. The LUMO energy comes out at 3.62 eV.

Atom charges from the Löwdin analysis, given in e for atoms 1 to 4: C -0.13; C -0.46; C -0.13; C -0.61

=====

# 5
Molecular formula: C5H13N2O
Method: DFT, ωB97M-V/def2-TZVPD

Positions of all 21 atoms, in Å:
C  -1.252  -0.678  0.672
C  1.166  -1.663  -0.131
C  -0.227  0.943  -1.643
C  0.428  2.054  0.365
C  0.338  -0.419  0.435
N  -1.456  -1.743  1.523
N  0.566  0.764  -0.454
O  -2.102  0.106  0.290
H  0.560  -2.122  -0.818
H  1.292  -2.371  0.689
H  2.094  -1.408  -0.683
H  0.219  1.734  -2.403
H  -0.291  0.004  -2.251
H  -1.289  1.259  -1.587
H  -0.705  2.105  0.795
H  1.148  2.181  1.254
H  0.486  2.874  -0.376
H  0.688  -0.161  1.356
H  -0.800  -2.284  2.033
H  -2.444  -1.888  1.610
H  1.583  0.711  -0.674

The calculation puts the energy above the lowest of the compared OMol25 structures with the same formula, charge and spin at 46.7 kcal per mole. Its total charge is +1. The value obtained for the molar mass is 117.17 g mol⁻¹. As for the SMILES: C[C@H](C(N)=O)[NH+](C)C. As for the calculated total energy: -382.787217 Eh. The calculation puts the orbital gap at 11.2 eV. The LUMO energy comes out at -3.06 eV.

Atom charges from the Löwdin analysis, given in e for atoms 1 to 4: C -0.43; C 0.01; C -0.06; C 0.01

=====

# 6
Molecular formula: C5H13N2O
Method: DFT, ωB97M-V/def2-TZVPD

Positions of all 21 atoms, in Å:
C  -1.404  1.026  0.156
O  -2.484  1.262  1.074
C  -0.916  -0.401  0.467
C  0.005  -0.981  -0.604
C  1.264  -0.181  -0.910
C  1.245  0.866  -1.741
N  2.436  -0.846  -0.607
N  -0.256  -0.390  1.814
H  -0.642  1.706  0.539
H  -1.610  1.204  -0.887
H  -3.314  1.253  0.587
H  -1.856  -0.938  0.577
H  -0.651  -1.175  -1.449
H  0.340  -1.990  -0.350
H  0.328  1.413  -1.919
H  2.001  1.154  -2.458
H  2.567  -1.626  0.008
H  3.261  -0.300  -0.795
H  0.360  0.426  1.906
H  0.283  -1.223  2.041
H  -0.955  -0.259  2.551

The calculation puts the energy above the lowest of the compared OMol25 structures with the same formula, charge and spin at 53.4 kcal per mole. Its total charge is +1. The value obtained for the molar mass is 117.17 g mol⁻¹. As for the SMILES: C=C(N)C[C@@H]([NH3+])CO. As for the calculated total energy: -382.776553 Eh. The calculation puts the orbital gap at 8.2 eV. The LUMO energy comes out at -3.48 eV.

Atom charges from the Löwdin analysis, given in e for atoms 1 to 4: C -0.18; O -0.05; C -0.27; C -0.09

=====

> Number 1 is which compound?

C5H13N2

=====

> The lowest calculated total energy belongs to which entry?

number 3

=====

> LUMO energy of number 2 (C5H13N2O)?

3.79 eV